1.
This record from the OMol25 dataset describes C14H8N3O7RuS6 as an isolated structure in a non-equilibrium geometry. The level of theory is the ωB97M-V functional and the def2-TZVPD basis.

Properties
LUMO energy (alpha / beta), hartree: 0.137 / 0.137
2S+1: 2
Net charge: -2
⟨S²⟩: 0.755
HOMO-LUMO gap (alpha / beta), eV: 5.87 / 5.81
Calculated total energy, a.u.: -3713.39288
HOMO level (alpha / beta), eV: -2.131 / -2.078

CARTESIAN COORDINATES (ANGSTROEM)
Ru1 -0.478 -1.293 1.260
S1 -0.216 -5.813 7.170
C1 -0.261 -4.846 5.816
S2 -1.472 -4.950 4.602
C2 -0.874 -3.700 3.541
C3 0.252 -3.086 3.945
S3 1.064 -1.852 3.028
S4 0.908 -3.634 5.467
S5 -1.662 -3.314 2.036
N1 -0.130 -2.508 -0.489
C4 1.330 -2.632 -0.602
C5 1.989 -1.289 -0.254
O1 3.074 -1.013 -0.742
O2 1.344 -0.549 0.588
H1 -0.605 -3.403 -0.436
H2 -0.498 -1.960 -1.261
H3 1.668 -2.948 -1.590
H4 1.664 -3.356 0.144
O3 -0.411 1.959 0.788
C6 -0.410 1.630 -0.429
O4 -0.755 0.575 -0.970
C7 0.079 2.745 -1.352
C8 0.543 3.947 -0.835
C9 0.997 4.956 -1.676
C10 0.986 4.775 -3.048
C11 0.519 3.569 -3.548
C12 0.068 2.551 -2.726
N2 0.505 3.376 -5.008
O5 0.105 2.314 -5.445
O6 0.895 4.299 -5.710
H5 0.542 4.064 0.241
H6 1.362 5.887 -1.262
H7 1.331 5.538 -3.730
H8 -0.288 1.613 -3.125
S6 -4.972 -0.773 -0.796
C13 -3.554 -0.912 0.017
N3 -2.556 -1.008 0.609
O7 -1.214 0.819 3.346
C14 -0.870 0.222 2.435

These are the Löwdin partial charges, in e, on atoms 1 to 5:
1 Ru 0.90
2 S 0.40
3 C -1.54
4 S 0.88
5 C -1.15

=====

2.
This record from the OMol25 dataset describes one molecule with the formula C14H9N3O2 in a non-equilibrium geometry. The level of theory is the ωB97M-V functional and the def2-TZVPD basis.

Properties
SMILES string: N#Cc1cccc(/N=N/c2cccc(=O)c(O)c2)c1
LUMO energy, hartree: -0.062
Net charge: 0
HOMO-LUMO gap, eV: 6.96
Calculated total energy, a.u.: -853.49741
HOMO level, eV: -8.635

CARTESIAN COORDINATES (ANGSTROEM)
N1 -2.322 -0.568 5.171
C1 -2.570 -0.563 4.062
C2 -2.940 -0.550 2.642
C3 -4.234 -0.742 2.151
C4 -4.476 -0.601 0.767
C5 -3.456 -0.537 -0.180
C6 -2.160 -0.394 0.302
N2 -1.114 -0.237 -0.579
N3 -0.212 0.523 -0.073
C7 1.105 0.532 -0.609
C8 1.902 1.573 -0.206
C9 3.300 1.910 -0.479
C10 4.209 1.144 -1.183
C11 4.058 -0.095 -1.867
O1 5.135 -0.607 -2.194
C12 2.734 -0.726 -2.186
O2 2.577 -1.592 -3.214
C13 1.495 -0.442 -1.626
C14 -1.917 -0.448 1.725
H1 -5.059 -0.652 2.923
H2 -5.551 -0.711 0.470
H3 -3.706 -0.533 -1.235
H4 1.346 2.253 0.516
H5 3.834 2.854 -0.079
H6 5.165 1.616 -1.346
H7 3.211 -1.359 -3.918
H8 0.688 -1.029 -2.044
H9 -1.040 -0.018 2.286

These are the Löwdin partial charges, in e, on atoms 1 to 5:
1 N 0.16
2 C -0.18
3 C -0.24
4 C -0.03
5 C -0.07

=====

3.
This record from the OMol25 dataset describes one molecule with the formula C15H10BrNO3S in a non-equilibrium geometry. The level of theory is the ωB97M-V functional and the def2-TZVPD basis.

Properties
SMILES string: O=C1/C(=C/c2ccccc2Br)NS(=O)(=O)c2ccccc21
LUMO energy, hartree: -0.036
Net charge: 0
HOMO-LUMO gap, eV: 7.81
Calculated total energy, a.u.: -3830.23063
HOMO level, eV: -8.801

CARTESIAN COORDINATES (ANGSTROEM)
O1 -1.475 -2.558 0.106
C1 -1.331 -1.362 0.285
C2 -0.278 -0.590 -0.461
C3 0.775 -1.319 -1.008
C4 2.041 -0.715 -1.530
C5 3.259 -1.126 -0.903
C6 4.523 -0.626 -1.327
C7 4.567 0.306 -2.353
C8 3.393 0.754 -2.964
C9 2.157 0.237 -2.578
Br1 0.657 0.820 -3.642
N1 -0.171 0.803 -0.454
S1 -1.394 1.827 0.134
O2 -2.277 2.143 -1.009
O3 -0.773 3.011 0.717
C10 -2.264 0.771 1.342
C11 -3.116 1.417 2.296
C12 -3.808 0.695 3.256
C13 -3.661 -0.699 3.259
C14 -2.885 -1.362 2.322
C15 -2.133 -0.635 1.341
H1 0.730 -2.403 -0.977
H2 3.289 -1.830 -0.085
H3 5.390 -1.004 -0.801
H4 5.502 0.691 -2.712
H5 3.455 1.476 -3.737
H6 0.386 1.307 -1.179
H7 -3.152 2.510 2.320
H8 -4.430 1.197 3.961
H9 -4.181 -1.285 3.996
H10 -2.796 -2.451 2.385

These are the Löwdin partial charges, in e, on atoms 1 to 5:
1 O 0.10
2 C -0.28
3 C -0.20
4 C 0.02
5 C -0.23

=====

4.
This record from the OMol25 dataset describes one molecule with the formula C15H10Cl2N2OS in a non-equilibrium geometry. The level of theory is the ωB97M-V functional and the def2-TZVPD basis.

Properties
SMILES string: O=c1[nH]nc(-c2cccs2)cc1Cc1ccc(Cl)c(Cl)c1
LUMO energy, hartree: -0.015
Net charge: 0
HOMO-LUMO gap, eV: 8.27
Calculated total energy, a.u.: -2080.89810
HOMO level, eV: -8.674

CARTESIAN COORDINATES (ANGSTROEM)
O1 -0.100 -3.305 -0.230
C1 -0.675 -2.221 -0.163
N1 -1.694 -2.101 0.771
N2 -2.574 -1.007 0.868
C2 -2.310 0.079 0.125
C3 -3.219 1.295 0.249
C4 -2.841 2.584 -0.054
C5 -3.894 3.571 0.193
C6 -5.015 2.983 0.788
S1 -4.891 1.246 0.913
C7 -1.054 0.081 -0.672
C8 -0.235 -1.034 -0.819
C9 1.041 -1.032 -1.642
C10 2.224 -0.877 -0.689
C11 2.574 0.401 -0.167
C12 3.693 0.543 0.638
C13 4.482 -0.578 0.986
Cl1 5.862 -0.369 2.065
C14 4.102 -1.858 0.522
Cl2 5.052 -3.266 0.737
C15 2.991 -1.989 -0.334
H1 -1.876 -2.939 1.314
H2 -1.905 2.916 -0.474
H3 -3.801 4.599 -0.066
H4 -5.920 3.526 0.966
H5 -0.801 1.054 -1.151
H6 1.033 -0.197 -2.348
H7 1.083 -1.985 -2.153
H8 2.025 1.277 -0.377
H9 3.915 1.547 1.020
H10 2.726 -2.943 -0.816

These are the Löwdin partial charges, in e, on atoms 1 to 5:
1 O 0.05
2 C -0.44
3 N 0.09
4 N 0.11
5 C -0.24

=====

Repeat the third record exactly.
This record from the OMol25 dataset describes one molecule with the formula C15H10BrNO3S in a non-equilibrium geometry. The level of theory is the ωB97M-V functional and the def2-TZVPD basis.

Properties
SMILES string: O=C1/C(=C/c2ccccc2Br)NS(=O)(=O)c2ccccc21
LUMO energy, hartree: -0.036
Net charge: 0
HOMO-LUMO gap, eV: 7.81
Calculated total energy, a.u.: -3830.23063
HOMO level, eV: -8.801

CARTESIAN COORDINATES (ANGSTROEM)
O1 -1.475 -2.558 0.106
C1 -1.331 -1.362 0.285
C2 -0.278 -0.590 -0.461
C3 0.775 -1.319 -1.008
C4 2.041 -0.715 -1.530
C5 3.259 -1.126 -0.903
C6 4.523 -0.626 -1.327
C7 4.567 0.306 -2.353
C8 3.393 0.754 -2.964
C9 2.157 0.237 -2.578
Br1 0.657 0.820 -3.642
N1 -0.171 0.803 -0.454
S1 -1.394 1.827 0.134
O2 -2.277 2.143 -1.009
O3 -0.773 3.011 0.717
C10 -2.264 0.771 1.342
C11 -3.116 1.417 2.296
C12 -3.808 0.695 3.256
C13 -3.661 -0.699 3.259
C14 -2.885 -1.362 2.322
C15 -2.133 -0.635 1.341
H1 0.730 -2.403 -0.977
H2 3.289 -1.830 -0.085
H3 5.390 -1.004 -0.801
H4 5.502 0.691 -2.712
H5 3.455 1.476 -3.737
H6 0.386 1.307 -1.179
H7 -3.152 2.510 2.320
H8 -4.430 1.197 3.961
H9 -4.181 -1.285 3.996
H10 -2.796 -2.451 2.385

These are the Löwdin partial charges, in e, on atoms 1 to 5:
1 O 0.10
2 C -0.28
3 C -0.20
4 C 0.02
5 C -0.23